w | # C3H5NOS

One molecule with the formula C3H5NOS (ωB97M-V with the def2-TZVPD basis set, the Open Molecules 2025 dataset).

Last column: natural (NBO) charge in e.
Atoms and positions in Å:
C  2.519  -1.045  0.087  -0.48
C  1.153  -0.785  -0.146  -0.05
N  0.469  0.388  0.032  -0.17
O  1.195  1.555  -0.154  -0.51
C  -0.890  0.524  0.095  -0.12
S  -2.261  -0.408  -0.002  -0.09
H  3.231  -0.187  0.090  0.22
H  2.541  -2.178  0.012  0.24
H  0.666  -1.788  -0.052  0.24
H  1.570  1.714  0.765  0.48
H  -1.356  1.638  0.008  0.24

Results
HOMO-LUMO gap in Ha: 0.3108
LUMO level in eV: -0.1
SMILES: C=CN(O)C=S
Charge: 0
Highest occupied orbital energy in Ha: -0.31403



x | # C3H5NOS

One molecule with the formula C3H5NOS (ωB97M-V with the def2-TZVPD basis set, the Open Molecules 2025 dataset).

Last column: natural (NBO) charge in e.
Atoms and positions in Å:
N  -2.295  1.352  0.375  -0.32
C  -1.785  0.285  0.243  0.26
C  -1.163  -0.993  -0.007  -0.68
S  0.343  -0.920  0.897  0.23
C  1.116  0.299  -0.286  -0.17
O  2.449  0.390  0.246  -0.71
H  -1.834  -1.854  0.228  0.28
H  -0.753  -1.002  -0.986  0.25
H  0.429  1.408  -0.240  0.20
H  0.984  -0.162  -1.195  0.17
H  2.509  1.198  0.724  0.48

Results
HOMO-LUMO gap in Ha: 0.3635
LUMO level in eV: 0.6
SMILES: N#CCSCO
Charge: 0
Highest occupied orbital energy in Ha: -0.34271



y | # C3H5NOS

One molecule with the formula C3H5NOS (ωB97M-V with the def2-TZVPD basis set, the Open Molecules 2025 dataset).

Last column: natural (NBO) charge in e.
Atoms and positions in Å:
C  -0.013  -1.344  0.577  -0.62
C  -0.335  0.236  0.276  -0.24
C  0.856  1.001  0.019  -0.38
S  0.885  2.563  -0.158  0.11
N  -1.211  0.203  -1.293  0.24
O  -1.114  1.262  -1.791  -0.20
H  0.491  -1.552  1.461  0.22
H  0.732  -1.697  -0.142  0.21
H  -0.899  -1.811  0.350  0.22
H  -1.216  0.729  0.857  0.24
H  1.821  0.410  -0.155  0.20

Results
HOMO-LUMO gap (alpha / beta) in Ha: 0.2923 / 0.2924
LUMO level (alpha / beta) in eV: -0.5 / -0.5
SMILES: C[C@@H](C=S)N=O
Charge: 0
Highest occupied orbital energy (alpha / beta) in Ha: -0.31213 / -0.31213



Most favorable structure: x. The second most favorable one is 45.8 kcal/mol above it.



w | # C3H5NOS

C3H5NOS as an isolated structure (ωB97M-V with the def2-TZVPD basis set, the Open Molecules 2025 dataset).

Last column: natural (NBO) charge in e.
Atoms and positions in Å:
C  -0.943  -0.847  -1.555  -0.70
C  -0.535  0.465  -1.350  0.05
C  0.635  -0.841  0.909  0.22
H  0.055  -1.150  -2.752  0.23
H  -2.290  -0.624  -1.772  0.27
H  -0.385  -1.726  -0.381  0.32
H  -0.254  1.016  -2.193  0.19
H  0.677  -1.429  1.780  0.15
N  -0.250  1.262  -0.340  -0.64
O  1.091  -1.346  -0.143  -0.56
S  0.017  0.824  1.301  0.46

Results
HOMO-LUMO gap in Ha: 0.3224
LUMO level in eV: -0.2
Charge: 0
Highest occupied orbital energy in Ha: -0.33152



x | # C3H5NOS

A 2-piece molecular cluster, C3H5NOS overall (ωB97M-V with the def2-TZVPD basis set, the Open Molecules 2025 dataset).

Last column: natural (NBO) charge in e.
Atoms and positions in Å:
C  -0.438  -1.262  -0.682  -0.37
C  -1.231  -0.483  0.121  -0.06
N  -0.550  -0.099  1.169  -0.13
O  0.633  -0.735  1.103  -0.25
C  0.747  -1.409  0.011  0.14
H  -0.672  -1.811  -1.576  0.23
H  -2.231  -0.112  -0.210  0.23
H  1.667  -1.861  -0.148  0.21
S  2.370  1.672  -0.428  -0.29
H  2.500  3.100  -0.649  0.16
H  3.605  1.691  -0.046  0.13

Results
HOMO-LUMO gap in Ha: 0.3796
LUMO level in eV: 0.7
SMILES: c1cnoc1.S
Charge: 0
Highest occupied orbital energy in Ha: -0.35275



y | # C3H5NOS

One molecule with the formula C3H5NOS (ωB97M-V with the def2-TZVPD basis set, the Open Molecules 2025 dataset).

Last column: natural (NBO) charge in e.
Atoms and positions in Å:
C  1.094  0.737  0.064  -0.16
C  -0.784  -1.019  -0.023  -0.24
C  -1.539  0.328  0.028  -0.20
N  -0.144  0.271  0.155  -0.38
O  3.640  0.383  -0.234  -0.97
S  2.422  -0.391  0.034  0.92
H  1.141  1.760  0.031  0.21
H  -0.808  -1.766  0.882  0.20
H  -0.703  -1.692  -0.892  0.22
H  -2.192  0.590  0.780  0.20
H  -2.127  0.798  -0.824  0.20

Results
HOMO-LUMO gap (alpha / beta) in Ha: 0.2894 / 0.2894
LUMO level (alpha / beta) in eV: 0.4 / 0.4
Charge: 0
Highest occupied orbital energy (alpha / beta) in Ha: -0.27493 / -0.27491



Most favorable structure: x. The second most favorable one is 37.2 kcal/mol above it.



w | # C3H5NOS

A 2-piece molecular cluster, C3H5NOS overall (ωB97M-V with the def2-TZVPD basis set, the Open Molecules 2025 dataset).

Last column: natural (NBO) charge in e.
Atoms and positions in Å:
C  -0.279  -1.543  0.123  -0.48
C  -0.211  -0.232  -0.023  0.23
C  -1.097  1.000  -0.050  -0.71
N  1.704  0.320  -0.054  -0.07
O  1.761  1.529  0.215  -0.37
S  2.750  -0.797  0.003  0.20
H  0.645  -2.101  0.270  0.24
H  -1.166  -2.030  0.106  0.22
H  -1.933  0.877  0.504  0.24
H  -1.655  1.111  -1.014  0.24
H  -0.519  1.866  -0.078  0.27

Results
HOMO-LUMO gap (alpha / beta) in Ha: 0.3131 / 0.3131
LUMO level (alpha / beta) in eV: -0.6 / -0.6
Charge: 0
Highest occupied orbital energy (alpha / beta) in Ha: -0.33356 / -0.33356



x | # C3H5NOS

One molecule with the formula C3H5NOS (ωB97M-V with the def2-TZVPD basis set, the Open Molecules 2025 dataset).

Last column: natural (NBO) charge in e.
Atoms and positions in Å:
C  -1.217  -0.091  -1.419  -0.06
C  0.273  -0.958  0.317  -0.38
C  0.490  0.337  0.969  0.44
N  -0.759  -1.029  -0.708  -0.49
O  1.670  0.915  0.896  -0.58
S  -1.039  1.598  -1.471  -0.32
H  -1.919  -0.448  -2.171  0.20
H  1.210  -1.297  -0.136  0.23
H  -0.054  -1.703  1.055  0.25
H  -0.333  0.844  1.458  0.21
H  1.678  1.833  1.210  0.52

Results
HOMO-LUMO gap (alpha / beta) in Ha: 0.2369 / 0.2361
LUMO level (alpha / beta) in eV: -1.4 / -1.4
Charge: 0
Highest occupied orbital energy (alpha / beta) in Ha: -0.28925 / -0.28917



y | # C3H5NOS

One molecule with the formula C3H5NOS (ωB97M-V with the def2-TZVPD basis set, the Open Molecules 2025 dataset).

Last column: natural (NBO) charge in e.
Atoms and positions in Å:
C  1.545  1.661  0.520  -0.11
N  0.774  0.791  -0.013  -0.13
O  -0.057  0.265  0.964  -0.38
C  -0.880  -0.718  0.489  0.22
C  -0.790  -1.085  -0.962  -0.71
S  -1.897  -1.369  1.569  -0.03
H  1.523  1.860  1.604  0.19
H  2.171  2.164  -0.185  0.20
H  -1.012  -0.244  -1.603  0.25
H  -1.569  -1.823  -1.232  0.24
H  0.192  -1.503  -1.151  0.24

Results
HOMO-LUMO gap in Ha: 0.3322
LUMO level in eV: 0.3
SMILES: C=NOC(C)=S
Charge: 0
Highest occupied orbital energy in Ha: -0.32116



Most favorable structure: y. The second most favorable one is 17.1 kcal/mol above it.